<w>
One molecule with the formula C5H12N2S, computed with the ωB97M-V functional and the def2-TZVPD basis.

CARTESIAN COORDINATES (ANGSTROEM)
C  -0.40  -1.80  2.01
C  0.28  -1.20  0.83
C  -0.07  0.04  -0.80
C  -1.20  0.77  -1.56
C  0.19  0.37  0.65
H  -1.48  -1.54  2.13
H  0.08  -1.51  2.93
H  -0.45  -2.88  1.80
H  1.30  -1.54  0.77
H  -1.33  -1.50  -0.48
H  0.83  0.02  -1.47
H  -2.13  0.73  -0.96
H  -0.85  1.86  -1.66
H  -1.59  -0.69  -2.94
H  -0.61  0.41  -3.46
H  -0.75  0.73  1.09
H  2.50  0.82  0.57
N  -0.34  -1.38  -0.52
N  -1.46  0.32  -2.92
S  1.51  1.47  1.18

Properties
HOMO (eV): -8.867

These are the Löwdin partial charges, in e, on atoms 1 to 2: atom 1 (C): -0.0654, atom 2 (C): -0.3914

---

<x>
A 2-piece molecular cluster, C5H12N2S overall, computed with the ωB97M-V functional and the def2-TZVPD basis.

CARTESIAN COORDINATES (ANGSTROEM)
C  0.72  -1.42  0.44
C  -0.78  1.11  -1.14
C  -2.22  0.81  0.86
C  -0.15  -0.44  0.72
C  -1.30  0.14  -0.11
N  0.77  -2.25  -0.61
N  3.67  0.29  0.49
S  2.91  0.13  -0.82
H  1.43  -1.80  1.22
H  -1.58  1.54  -1.78
H  -0.12  0.74  -1.90
H  -0.27  1.83  -0.45
H  -2.90  0.28  1.64
H  -1.60  1.59  1.34
H  -2.90  1.35  0.35
H  -0.01  0.13  1.62
H  -1.77  -0.78  -0.56
H  1.75  -2.59  -0.72
H  0.37  -1.84  -1.34
H  4.00  1.22  0.75

Properties
HOMO (spin up / spin down) (eV): -8.022 / -7.984

These are the Löwdin partial charges, in e, on atoms 1 to 2: atom 1 (C): -0.3475, atom 2 (C): -0.0902

---

So which one is most stable? That would be <w>, about 2.534 eV below the next structure.

---

<w>
A 2-piece molecular cluster, C5H12N2S overall, computed with the ωB97M-V functional and the def2-TZVPD basis.

CARTESIAN COORDINATES (ANGSTROEM)
C  2.49  1.34  -1.02
C  1.22  0.60  -0.75
S  1.21  0.40  1.04
N  2.71  1.65  -2.48
H  3.38  0.74  -0.63
H  2.58  2.28  -0.43
H  1.24  -0.39  -1.25
H  0.20  0.98  -1.05
H  1.83  1.89  -2.98
H  3.15  0.88  -2.94
C  -2.53  -1.26  1.55
C  -2.98  -0.84  0.30
C  -1.01  -1.55  1.68
N  -1.44  -0.25  2.37
H  -3.14  -1.71  2.35
H  -3.58  0.02  0.19
H  -2.82  -1.37  -0.58
H  -0.59  -1.51  0.68
H  -0.59  -2.30  2.35
H  -1.31  0.39  1.59

Properties
HOMO (eV): -7.435

These are the Löwdin partial charges, in e, on atoms 1 to 2: atom 1 (C): -0.4086, atom 2 (C): -0.6781

---

<x>
One molecule with the formula C5H12N2S, computed with the ωB97M-V functional and the def2-TZVPD basis.

CARTESIAN COORDINATES (ANGSTROEM)
C  -0.89  -2.64  0.08
C  -1.26  -1.83  -1.17
C  -0.22  1.90  -0.72
C  1.61  0.25  0.01
C  1.06  1.74  1.74
H  0.14  -3.15  0.10
H  -0.91  -2.00  1.23
H  -1.83  -3.42  0.09
H  -1.14  -2.77  -1.96
H  -2.24  -1.25  -1.16
H  -1.04  1.99  0.25
H  -0.83  2.28  -1.68
H  0.56  2.68  -0.50
H  2.29  -0.39  -0.66
H  0.03  1.26  1.74
H  1.12  2.18  2.99
H  1.01  2.70  1.11
N  0.49  0.52  -0.75
N  1.94  0.68  1.10
S  0.11  -0.74  -1.84

Properties
HOMO (eV): -8.735

These are the Löwdin partial charges, in e, on atoms 1 to 2: atom 1 (C): -0.2503, atom 2 (C): -0.5580

---

So which one is most stable? That would be <x>, about 2.217 eV below the next structure.

---

<w>
A 4-piece molecular cluster, C4H16O3 overall, computed with the ωB97M-V functional and the def2-TZVPD basis.

CARTESIAN COORDINATES (ANGSTROEM)
C  -1.67  -0.13  1.64
C  -0.48  0.76  1.95
C  -0.15  1.73  0.82
C  1.21  2.41  1.05
H  -2.23  -0.37  2.55
H  -1.42  -1.05  1.11
H  -2.35  0.38  0.94
H  0.44  0.17  2.13
H  -0.62  1.37  2.84
H  -0.95  2.47  0.75
H  -0.13  1.18  -0.13
H  1.45  3.24  0.39
H  1.98  1.62  1.05
H  1.20  2.79  2.08
H  0.43  -2.50  -3.23
H  0.57  -2.89  -4.73
O  0.86  -3.09  -3.84
H  2.93  -1.27  -0.59
H  1.60  -0.48  -0.42
O  2.02  -1.21  -0.90
H  -2.00  -1.73  -2.48
H  -1.02  -1.36  -1.35
O  -1.67  -2.03  -1.63

Properties
HOMO (eV): -11.121

These are the Löwdin partial charges, in e, on atoms 1 to 2: atom 1 (C): -0.1092, atom 2 (C): -0.2903

---

<x>
A 4-piece molecular cluster, C4H16O3 overall, computed with the ωB97M-V functional and the def2-TZVPD basis.

CARTESIAN COORDINATES (ANGSTROEM)
C  0.24  0.58  -1.39
C  -1.22  -1.94  1.20
C  -0.31  -0.79  0.69
C  -0.64  -0.47  -0.78
H  1.27  0.34  -1.63
H  -0.06  0.96  -2.38
H  0.26  1.49  -0.79
H  -0.60  -2.83  1.31
H  -1.61  -1.72  2.20
H  -2.07  -2.13  0.53
H  -0.67  0.13  1.20
H  0.73  -1.01  0.89
H  -1.69  -0.23  -0.94
H  -0.52  -1.40  -1.36
H  2.57  1.24  0.86
H  1.32  1.96  1.27
O  2.24  2.13  1.07
H  -2.91  0.72  -0.27
H  -4.35  1.21  -0.36
O  -3.82  0.44  -0.25
H  4.11  -0.46  -0.27
H  3.19  -0.36  -1.42
O  3.18  -0.34  -0.46

Properties
HOMO (eV): -10.938

These are the Löwdin partial charges, in e, on atoms 1 to 2: atom 1 (C): -0.1188, atom 2 (C): -0.1008

---

So which one is most stable? That would be <w>, about 0.223 eV below the next structure.

---

<w>
One molecule with the formula C7H10, computed with the ωB97M-V functional and the def2-TZVPD basis.

CARTESIAN COORDINATES (ANGSTROEM)
C  0.60  -1.99  0.50
C  0.23  -2.95  1.34
C  -1.46  -0.70  0.24
C  -0.14  -0.72  0.14
C  0.70  0.45  -0.25
C  0.29  1.71  -0.07
C  0.26  2.77  -1.16
H  1.54  -2.00  -0.06
H  0.76  -3.89  1.23
H  -0.62  -2.85  2.00
H  -2.02  -1.59  0.49
H  -2.07  0.20  0.14
H  1.53  0.37  -0.96
H  -0.43  2.00  0.71
H  1.30  3.16  -1.22
H  -0.42  3.57  -0.90
H  -0.06  2.46  -2.16

Properties
HOMO (eV): -8.622

These are the Löwdin partial charges, in e, on atoms 1 to 2: atom 1 (C): -0.1518, atom 2 (C): 0.0070

---

<x>
One molecule with the formula C7H10, computed with the ωB97M-V functional and the def2-TZVPD basis.

CARTESIAN COORDINATES (ANGSTROEM)
C  -1.18  -0.66  0.98
C  -1.94  0.14  -0.06
C  -0.44  0.09  -0.09
C  0.47  1.23  0.32
C  1.82  0.53  0.29
C  1.77  -0.55  -0.48
C  0.39  -0.73  -1.08
H  -1.20  -1.74  0.90
H  -1.14  -0.27  1.99
H  -2.40  1.06  0.27
H  -2.51  -0.41  -0.81
H  0.46  2.05  -0.42
H  0.21  1.67  1.29
H  2.69  0.90  0.82
H  2.60  -1.22  -0.68
H  0.35  -0.30  -2.09
H  0.06  -1.78  -1.16

Properties
HOMO (eV): -9.163

These are the Löwdin partial charges, in e, on atoms 1 to 2: atom 1 (C): -0.0943, atom 2 (C): -0.0783

---

<y>
One molecule with the formula C7H10, computed with the ωB97M-V functional and the def2-TZVPD basis.

CARTESIAN COORDINATES (ANGSTROEM)
C  1.60  -1.15  -0.19
C  0.36  -0.33  0.01
C  -1.07  -0.93  0.01
C  -1.54  0.46  -0.44
C  -0.63  1.50  0.22
C  0.30  0.72  1.15
C  -0.18  0.75  -0.99
H  1.75  -1.84  0.65
H  1.55  -1.73  -1.12
H  2.49  -0.50  -0.24
H  -1.44  -1.37  0.94
H  -1.18  -1.63  -0.82
H  -2.51  0.72  -0.86
H  -0.77  2.57  0.15
H  -0.06  0.35  2.12
H  1.24  1.26  1.30
H  0.11  1.14  -1.95

Properties
HOMO (eV): -9.187

These are the Löwdin partial charges, in e, on atoms 1 to 2: atom 1 (C): -0.0316, atom 2 (C): -0.4272

---

<z>
One molecule with the formula C7H10, computed with the ωB97M-V functional and the def2-TZVPD basis.

CARTESIAN COORDINATES (ANGSTROEM)
C  2.07  0.51  -0.01
C  1.01  -0.52  0.38
C  -0.41  -0.15  -0.05
C  -1.13  -1.08  -1.01
C  -1.57  -1.00  0.41
C  -0.74  1.27  -0.01
C  -1.04  2.42  0.21
H  2.14  0.63  -1.10
H  3.05  0.20  0.36
H  1.83  1.48  0.42
H  1.28  -1.50  -0.05
H  1.02  -0.66  1.47
H  -1.76  -0.69  -1.81
H  -0.57  -1.97  -1.30
H  -1.38  -1.84  1.08
H  -2.50  -0.47  0.62
H  -1.34  3.42  0.43

Properties
HOMO (eV): -9.259

These are the Löwdin partial charges, in e, on atoms 1 to 2: atom 1 (C): -0.1067, atom 2 (C): -0.1953

---

So which one is most stable? That would be <x>, about 1.141 eV below the next structure.

---

<w>
One molecule with the formula C7H10, computed with the ωB97M-V functional and the def2-TZVPD basis.

CARTESIAN COORDINATES (ANGSTROEM)
C  0.13  0.51  1.79
C  0.01  1.21  0.46
C  0.57  0.63  -0.81
C  1.19  -0.75  -0.88
C  -0.96  0.74  -0.61
C  -1.58  -0.56  -0.50
C  -1.71  -1.76  -0.48
H  1.14  0.66  2.20
H  -0.59  0.92  2.50
H  -0.05  -0.56  1.71
H  0.07  2.29  0.52
H  0.95  1.35  -1.54
H  0.42  -1.48  -1.15
H  1.97  -0.80  -1.64
H  1.60  -1.08  0.08
H  -1.50  1.50  -1.17
H  -1.81  -2.82  -0.42

Properties
HOMO (eV): -9.297

These are the Löwdin partial charges, in e, on atoms 1 to 2: atom 1 (C): -0.0648, atom 2 (C): -0.2711

---

<x>
One molecule with the formula C7H10, computed with the ωB97M-V functional and the def2-TZVPD basis.

CARTESIAN COORDINATES (ANGSTROEM)
C  -1.93  0.50  -0.32
C  -1.13  -0.66  -0.83
C  0.17  -0.66  -1.14
C  1.11  0.49  -0.94
C  1.52  0.67  0.51
C  1.01  -0.03  1.53
C  -0.01  -0.99  1.77
H  -2.79  0.70  -0.97
H  -2.30  0.26  0.68
H  -1.33  1.41  -0.24
H  -1.69  -1.58  -0.99
H  0.61  -1.58  -1.54
H  0.63  1.43  -1.27
H  1.99  0.38  -1.59
H  2.27  1.42  0.71
H  1.40  0.17  2.55
H  0.48  -1.94  2.07

Properties
HOMO (eV): -7.905

These are the Löwdin partial charges, in e, on atoms 1 to 2: atom 1 (C): -0.1017, atom 2 (C): -0.1799

---

<y>
One molecule with the formula C7H10, computed with the ωB97M-V functional and the def2-TZVPD basis.

CARTESIAN COORDINATES (ANGSTROEM)
C  0.49  -1.26  -1.45
C  -0.31  -0.23  -0.71
C  -1.39  0.33  -1.27
C  1.13  1.65  0.05
C  0.42  0.56  0.33
C  0.36  -0.08  1.68
C  -0.79  -0.48  2.21
H  1.37  -0.81  -1.90
H  -0.14  -1.75  -2.20
H  0.82  -2.06  -0.78
H  -1.66  1.36  -1.09
H  -1.84  -0.21  -2.09
H  1.51  2.31  0.82
H  1.39  1.89  -0.97
H  1.28  -0.24  2.23
H  -0.82  -0.84  3.23
H  -1.78  -0.15  1.91

Properties
HOMO (eV): -9.070

These are the Löwdin partial charges, in e, on atoms 1 to 2: atom 1 (C): -0.0515, atom 2 (C): -0.3514

---

So which one is most stable? That would be <y>, about 0.264 eV below the next structure.